1.
{"formula": "C4H11N3O", "method": "ωB97M-V/def2-TZVPD", "spin_multiplicity": 1, "relative_energy_kj_mol": 371.75, "smiles": "C/C(=N\\N(C)C)NO", "total_charge": 0, "energy_ha": -398.4126, "e_lumo_ev": 0.88, "gap_ev": 9.32, "symbols": ["C", "C", "C", "C", "H", "H", "H", "H", "H", "H", "H", "H", "H", "H", "H", "N", "N", "N", "O"], "xyz": [[1.672163, -0.156020, -1.632315], [1.260480, 1.406484, 0.166750], [-1.060900, -0.564884, 0.383306], [-0.532046, -1.015690, 1.742610], [2.756018, -0.083566, -1.426001], [1.386331, 0.612209, -2.376332], [1.369960, -1.157681, -1.957293], [2.385224, 1.444656, 0.258355], [0.794638, 1.589938, 1.153367], [0.927963, 2.162577, -0.557695], [0.544632, -1.235242, 1.669487], [-0.583973, -0.101017, 2.385721], [-1.150701, -1.807212, 2.191867], [-2.987449, -0.418294, 0.973919], [-2.071252, 0.216156, -1.320592], [1.010174, 0.082926, -0.339392], [-0.379630, -0.036798, -0.558490], [-2.422311, -0.779597, 0.201420], [-2.919320, -0.158943, -0.958691]], "forces_ev_per_a": [[0.1, 0.4, 0.8], [1.7, 0.3, 0.1], [0.5, -0.6, 1.0], [-0.1, 1.3, -0.1], [-0.4, -0.3, -0.4], [0.0, -0.3, 0.1], [0.3, 0.3, -0.1], [-1.1, 0.4, 0.1], [0.2, -0.2, -0.5], [0.0, 0.2, 0.2], [-0.6, -0.3, -0.1], [-0.1, -0.7, -0.2], [0.4, 0.2, -0.3], [0.3, -0.3, -0.1], [-0.6, 0.0, -0.2], [-0.3, -0.6, -0.1], [-1.0, -0.4, -0.2], [-0.2, 0.4, 0.2], [0.8, 0.2, -0.3]]}

2.
{"formula": "C27H34N", "method": "ωB97M-V/def2-TZVPD", "spin_multiplicity": 1, "relative_energy_kj_mol": 193.96, "total_charge": 1, "energy_ha": -1103.6586, "e_lumo_ev": -5.40, "gap_ev": 3.96, "symbols": ["C", "C", "C", "C", "N", "C", "C", "C", "C", "C", "C", "H", "H", "H", "H", "H", "H", "H", "H", "H", "H", "H", "H", "H", "H", "H", "H", "H", "C", "C", "C", "C", "C", "C", "C", "C", "C", "C", "C", "C", "C", "C", "C", "C", "C", "H", "H", "H", "H", "H", "H", "H", "H", "H", "H", "H", "H", "H", "H", "H", "H", "H"], "xyz": [[0.052019, 1.152602, 4.452007], [-1.365510, 0.737421, 4.835806], [-1.923590, -0.481124, 4.090725], [-1.277963, -0.817913, 2.771757], [-1.915275, -1.817642, 2.125347], [-2.920305, -2.620740, 2.772303], [-3.257702, -3.727261, 1.765121], [-2.359757, -3.515854, 0.540661], [-1.574992, -2.220188, 0.792002], [-0.133817, -0.189389, 2.301209], [0.357565, 1.057697, 2.934759], [0.189433, 2.190719, 4.773776], [0.761948, 0.514229, 4.996566], [-1.404394, 0.540832, 5.918730], [-2.047524, 1.573592, 4.641359], [-1.819887, -1.333309, 4.781079], [-3.005825, -0.316277, 3.962627], [-2.526334, -3.064900, 3.703783], [-3.812052, -2.026772, 3.033094], [-3.096773, -4.697065, 2.243233], [-4.311780, -3.662402, 1.485395], [-1.657184, -4.342726, 0.406626], [-2.952949, -3.442877, -0.373231], [-1.867554, -1.432572, 0.081341], [-0.497263, -2.406064, 0.674450], [0.420860, -0.605565, 1.464141], [-0.103936, 1.931987, 2.443103], [1.438034, 1.147722, 2.752986], [7.341532, 1.759368, -2.592144], [6.016266, 1.328881, -2.034921], [5.901408, 0.379045, -1.006016], [4.696331, 0.169442, -0.342703], [3.480426, 0.775902, -0.781954], [2.183538, 0.559542, -0.177072], [1.014113, 0.813714, -0.929069], [-0.020341, -0.065846, -1.239147], [-1.067305, 0.175422, -2.195936], [-2.256048, -0.612383, -2.246014], [-3.396383, -0.137484, -2.875719], [-3.364996, 1.035842, -3.638012], [-4.648952, 1.599654, -4.164821], [-2.124049, 1.662735, -3.833598], [-0.999895, 1.259008, -3.121441], [3.607874, 1.633809, -1.914128], [4.821058, 1.850780, -2.544130], [7.198698, 2.548011, -3.336905], [7.965947, 2.175796, -1.793991], [7.917419, 0.949486, -3.057462], [6.786037, -0.185473, -0.702465], [4.649919, -0.513763, 0.507620], [2.126670, 0.150269, 0.820111], [0.947329, 1.811319, -1.382682], [0.004099, -1.052722, -0.772127], [-2.277659, -1.603838, -1.790032], [-4.350665, -0.654246, -2.754000], [-4.483213, 2.471874, -4.798605], [-5.170371, 0.840228, -4.753886], [-5.347941, 1.900618, -3.371845], [-2.070221, 2.511006, -4.515756], [-0.042354, 1.759905, -3.273351], [2.715064, 2.116304, -2.311452], [4.859172, 2.461636, -3.447104]], "forces_ev_per_a": [[0.4, -0.2, -0.2], [-0.3, 0.4, -0.2], [0.1, 0.4, 0.7], [1.7, 1.1, -0.2], [0.1, -0.3, -0.2], [-0.3, -0.6, 0.3], [-0.4, -0.1, 0.2], [0.3, -0.1, -0.1], [-0.2, -0.2, -0.2], [-1.9, -1.2, 0.7], [0.0, 0.6, 0.4], [0.2, -0.2, 0.1], [0.0, 0.2, -0.1], [0.0, 0.2, -0.4], [0.2, 0.0, 0.1], [-0.1, 0.0, -0.5], [0.4, -0.2, 0.0], [-0.2, 0.2, -0.3], [0.3, -0.2, -0.1], [-0.1, 0.1, -0.3], [0.1, -0.1, 0.0], [-0.2, 0.0, 0.0], [0.1, -0.1, 0.0], [0.2, -0.1, 0.4], [-0.1, 0.1, 0.1], [-0.5, 0.0, 0.0], [0.2, -0.1, 0.0], [-0.1, 0.2, 0.3], [0.0, 0.1, -0.1], [-0.3, -0.6, -0.1], [-0.1, 0.0, 0.5], [-0.4, -0.2, 0.2], [0.3, 1.2, 0.2], [1.0, -0.3, -1.4], [-1.5, 0.3, -0.4], [1.2, 0.0, 0.9], [-0.6, 0.6, -1.2], [0.4, 0.1, 0.2], [0.2, -0.1, 0.0], [0.2, 0.2, 0.6], [-0.2, 0.0, -0.4], [0.0, 0.0, 0.1], [-0.2, -0.2, 0.5], [-0.2, -0.4, -0.4], [-0.4, 0.4, 0.1], [0.1, -0.2, 0.1], [-0.1, -0.1, 0.0], [-0.3, 0.0, 0.2], [-0.3, 0.3, 0.1], [0.1, 0.1, -0.2], [0.1, -0.8, 0.0], [0.3, -0.5, -0.3], [0.0, 0.3, -0.1], [-0.1, 0.5, 0.2], [0.4, 0.0, -0.1], [0.0, -0.1, 0.0], [0.0, 0.1, 0.0], [0.4, -0.1, 0.0], [0.1, -0.2, 0.2], [-0.4, 0.0, 0.0], [0.4, -0.1, 0.0], [0.0, 0.0, 0.4]]}

3.
{"formula": "C4H12N2", "method": "ωB97M-V/def2-TZVPD", "spin_multiplicity": 2, "relative_energy_kj_mol": 58.98, "total_charge": -1, "energy_ha": -269.0311, "s2": 0.750, "e_lumo_ev": [4.30, 4.32], "gap_ev": [2.83, 9.15], "symbols": ["N", "C", "C", "N", "C", "C", "H", "H", "H", "H", "H", "H", "H", "H", "H", "H", "H", "H"], "xyz": [[1.098156, 2.130890, 0.215661], [1.699280, 1.090078, -0.662499], [1.284145, -0.358221, -0.423890], [-0.128702, -0.592302, -0.644190], [-0.892401, -1.039637, 0.490289], [-2.401497, -0.962432, 0.264358], [0.157353, 1.804213, 0.445188], [1.589455, 1.982605, 1.104385], [2.784769, 1.096624, -0.553618], [1.459462, 1.406380, -1.676798], [1.973458, -1.013554, -0.968239], [1.462669, -0.529625, 0.647783], [-0.586481, 0.202296, -1.063338], [-0.612246, -2.052613, 0.797636], [-0.611797, -0.477010, 1.392503], [-2.628125, -0.211433, -0.494048], [-2.847563, -0.555413, 1.169562], [-2.799934, -1.920845, -0.040744]], "forces_ev_per_a": [[0.6, -1.0, 0.4], [-0.3, 0.2, -0.3], [-0.2, 0.7, 1.2], [-0.1, -0.4, -1.0], [0.0, -0.2, 0.9], [0.7, 0.6, 0.0], [-0.1, 0.2, -0.1], [-0.2, 0.4, 0.1], [0.1, 0.4, 0.0], [0.2, -0.3, -0.4], [-0.3, -0.2, -0.3], [0.2, -0.2, -0.1], [0.1, 0.1, 0.0], [0.1, -0.1, -0.4], [-0.1, 0.4, 0.1], [0.0, -0.1, -0.2], [-0.4, -0.4, 0.2], [-0.3, -0.1, 0.0]]}

4.
{"formula": "C4H10O2", "method": "ωB97M-V/def2-TZVPD", "spin_multiplicity": 1, "relative_energy_kj_mol": 513.51, "total_charge": 0, "energy_ha": -308.7026, "e_lumo_ev": 0.85, "gap_ev": 9.31, "symbols": ["C", "O", "C", "C", "O", "C", "H", "H", "H", "H", "H", "H", "H", "H", "H", "H"], "xyz": [[2.996914, -0.150886, -0.116882], [1.758129, 0.481997, -0.307372], [0.699283, -0.249693, 0.260942], [-0.605179, 0.496645, -0.013986], [-1.552952, -0.434728, -0.519967], [-2.758352, 0.076568, -0.854576], [3.753144, 0.453267, -0.623318], [3.253356, -0.227011, 0.951786], [3.001346, -1.165031, -0.546920], [0.629730, -1.252260, -0.190794], [0.868437, -0.385108, 1.342341], [-1.020904, 0.947013, 0.896296], [-0.421617, 1.284696, -0.752050], [-3.747240, -0.098966, 0.376043], [-3.372624, 0.763518, -0.128880], [-3.300964, -0.672599, -1.426951]], "forces_ev_per_a": [[0.3, -0.1, 0.0], [0.0, 0.1, 0.0], [-0.3, -0.1, 0.1], [0.0, 0.1, 0.1], [-0.1, 0.0, 0.1], [-1.3, -0.4, 1.6], [-0.1, -0.1, 0.1], [-0.1, 0.0, -0.2], [0.0, 0.2, 0.1], [0.0, 0.2, 0.0], [0.0, 0.0, -0.2], [0.1, 0.0, -0.1], [0.0, -0.1, 0.1], [0.7, -0.9, -0.7], [0.9, 0.7, -1.2], [-0.3, 0.4, 0.0]]}